No. 1
Entry from the Open Molecules 2025 dataset: a single C2H2OS3 molecule in a non-equilibrium geometry (ωB97M-V/def2-TZVPD).

The structure (SMILES) is O=C(S)C(=S)S. The calculation puts the energy above the lowest of the compared OMol25 structures with the same formula, charge and spin at 9.4 kcal per mole. As for the total energy: -1347.17653 a.u. The spin multiplicity is 1.

Geometry (Å):
O (-0.68, -1.71, 0.47)
C (-0.61, -0.53, 0.14)
S (-2.07, 0.42, -0.35)
C (0.64, 0.37, 0.11)
S (0.65, 1.96, 0.21)
S (2.09, -0.61, -0.25)
H (-2.94, -0.31, 0.33)
H (2.92, 0.41, -0.67)

=====

No. 2
Entry from the Open Molecules 2025 dataset: 7 unconnected molecules or ions with the total composition C14H42O7 in a non-equilibrium geometry (ωB97M-V/def2-TZVPD).

The structure (SMILES) is CCO.CCO.CCO.CCO.CCO.CCO.CCO. The calculation puts the energy above the lowest of the compared OMol25 structures with the same formula, charge and spin at 54.7 kcal per mole. As for the total energy: -1085.17460 a.u. The spin multiplicity is 1.

Geometry (Å):
C (4.59, -1.79, 0.94)
C (3.98, -2.40, -0.36)
O (3.31, -1.43, -1.15)
H (5.31, -1.01, 0.71)
H (5.01, -2.63, 1.51)
H (3.76, -1.39, 1.51)
H (3.27, -3.18, -0.07)
H (4.68, -2.85, -1.07)
H (2.56, -1.10, -0.64)
C (0.84, 1.73, 3.97)
C (0.70, 2.82, 2.91)
O (1.10, 2.31, 1.67)
H (1.83, 1.29, 3.95)
H (0.14, 0.90, 3.83)
H (0.60, 2.06, 4.99)
H (1.38, 3.61, 3.24)
H (-0.31, 3.22, 2.84)
H (1.19, 3.00, 1.01)
C (-1.07, -3.35, 5.05)
C (-1.59, -1.94, 5.13)
O (-1.89, -1.48, 3.84)
H (-0.12, -3.44, 4.53)
H (-1.78, -4.03, 4.59)
H (-0.83, -3.70, 6.06)
H (-0.77, -1.32, 5.52)
H (-2.52, -1.78, 5.68)
H (-1.08, -1.62, 3.34)
C (-1.10, -1.48, -5.37)
C (-1.45, -0.29, -6.21)
O (-1.56, -0.71, -7.56)
H (-0.09, -1.90, -5.45)
H (-1.71, -2.37, -5.55)
H (-1.24, -1.15, -4.34)
H (-0.66, 0.46, -6.10)
H (-2.38, 0.17, -5.87)
H (-1.39, 0.06, -8.11)
C (-0.32, -1.49, -1.23)
C (-0.23, -0.69, 0.08)
O (1.01, 0.05, 0.14)
H (0.58, -2.11, -1.26)
H (-0.28, -0.73, -2.01)
H (-1.17, -2.15, -1.35)
H (-0.36, -1.43, 0.88)
H (-0.99, 0.09, 0.11)
H (0.92, 0.83, 0.71)
C (2.09, 1.48, -3.16)
C (2.61, 2.64, -3.98)
O (2.27, 3.83, -3.30)
H (2.55, 1.32, -2.18)
H (2.21, 0.53, -3.69)
H (1.03, 1.67, -3.01)
H (2.15, 2.49, -4.96)
H (3.67, 2.63, -4.27)
H (1.79, 4.39, -3.92)
C (-3.54, 1.12, 1.78)
C (-4.86, 1.66, 2.31)
O (-5.42, 2.50, 1.34)
H (-2.84, 1.90, 1.50)
H (-3.84, 0.58, 0.88)
H (-3.12, 0.39, 2.48)
H (-4.71, 2.08, 3.31)
H (-5.55, 0.83, 2.53)
H (-6.35, 2.29, 1.29)

=====

No. 3
Entry from the Open Molecules 2025 dataset: a molecular structure, C28H34N7O4S2Tc (ωB97M-V/def2-TZVPD).

The calculation puts the energy above the lowest of the compared OMol25 structures with the same formula, charge and spin at 11.0 kcal per mole. Its total charge is +3. As for the total energy: -2647.91507 a.u. The spin multiplicity is 2.

Geometry (Å):
Tc (0.23, -0.44, 1.01)
C (-2.76, 0.46, 1.19)
C (-2.52, 0.65, 2.69)
C (-1.25, 1.36, 3.10)
C (-1.35, 2.36, 4.06)
C (-0.23, 3.08, 4.45)
C (0.98, 2.81, 3.83)
C (1.02, 1.81, 2.88)
N (-0.05, 1.07, 2.54)
N (-1.94, -0.65, 0.63)
C (-2.46, -1.95, 1.16)
C (-1.69, -2.37, 2.37)
C (-2.21, -3.30, 3.26)
C (-1.53, -3.57, 4.43)
C (-0.37, -2.85, 4.69)
C (0.10, -1.96, 3.76)
N (-0.52, -1.75, 2.57)
C (-2.04, -0.75, -0.86)
C (-1.07, -1.82, -1.29)
C (-1.25, -2.61, -2.41)
C (-0.30, -3.60, -2.68)
C (0.77, -3.77, -1.83)
C (0.90, -2.93, -0.74)
N (0.00, -1.97, -0.48)
H (-2.50, 1.37, 0.66)
H (-3.81, 0.24, 1.00)
H (-2.61, -0.30, 3.22)
H (-3.35, 1.25, 3.06)
H (-2.31, 2.57, 4.50)
H (-0.31, 3.84, 5.21)
H (1.88, 3.35, 4.08)
H (1.94, 1.59, 2.36)
H (-2.40, -2.72, 0.40)
H (-3.51, -1.84, 1.41)
H (-3.16, -3.77, 3.03)
H (-1.91, -4.30, 5.13)
H (0.18, -2.97, 5.62)
H (0.97, -1.36, 3.98)
H (-1.80, 0.21, -1.31)
H (-3.06, -1.00, -1.15)
H (-2.10, -2.46, -3.05)
H (-0.42, -4.23, -3.55)
H (1.51, -4.54, -2.00)
H (1.73, -3.01, -0.05)
O (0.50, 1.90, -6.58)
C (1.23, 0.70, -6.64)
N (1.96, 0.60, -5.39)
C (1.38, 0.10, -4.29)
O (0.28, -0.43, -4.26)
C (2.14, 0.25, -2.98)
C (3.48, 0.54, -2.79)
C (3.96, 0.61, -1.49)
C (3.10, 0.38, -0.43)
N (1.80, 0.09, -0.60)
C (1.36, 0.03, -1.86)
H (0.07, 2.06, -7.43)
H (1.96, 0.70, -7.45)
H (0.59, -0.18, -6.72)
H (2.80, 1.16, -5.31)
H (4.16, 0.68, -3.62)
H (5.00, 0.82, -1.28)
H (3.47, 0.43, 0.58)
H (0.33, -0.22, -2.05)
O (2.95, -0.55, 4.07)
S (3.10, -1.06, 2.73)
N (1.91, -0.92, 1.81)
C (-1.65, 3.54, -0.92)
S (-0.35, 2.35, -1.20)
C (1.05, 3.44, -1.08)
O (-0.33, 1.52, 0.11)
H (-1.50, 4.03, 0.05)
H (-2.61, 3.03, -0.97)
H (-1.60, 4.27, -1.73)
H (1.03, 4.13, -1.92)
H (1.96, 2.83, -1.13)
H (1.01, 3.98, -0.13)

=====

No. 4
Entry from the Open Molecules 2025 dataset: a molecular structure, C15H16FeNO3 in a non-equilibrium geometry (ωB97M-V/def2-TZVPD).

The calculation puts the energy above the lowest of the compared OMol25 structures with the same formula, charge and spin at 0.0 kcal per mole. Its total charge is +1. As for the total energy: -2124.86272 a.u. The spin multiplicity is 5.

Geometry (Å):
C (-2.15, 2.74, 0.86)
C (-1.13, 2.66, -0.21)
N (-0.34, 1.65, -0.52)
C (0.58, 2.08, -1.65)
C (0.08, 3.48, -2.06)
C (-1.00, 3.90, -1.07)
H (-2.64, 3.72, 0.76)
H (-2.93, 1.98, 0.76)
H (-1.72, 2.72, 1.87)
H (1.61, 2.12, -1.28)
H (0.53, 1.34, -2.46)
H (0.90, 4.20, -2.05)
H (-0.36, 3.44, -3.06)
H (-1.96, 4.15, -1.55)
H (-0.70, 4.78, -0.46)
O (0.83, -5.96, 0.86)
C (0.75, -4.81, 0.66)
Fe (0.22, -3.14, 0.44)
C (-1.45, -3.66, 0.10)
O (-2.59, -3.94, 0.16)
C (-0.18, -3.31, 2.13)
O (-0.58, -3.50, 3.21)
C (-0.18, 0.27, 0.24)
C (0.94, 0.20, 1.20)
C (1.75, -0.84, 1.54)
C (1.89, -2.20, 1.05)
C (1.92, -2.48, -0.40)
C (0.89, -1.88, -1.17)
C (-0.14, -1.13, -0.55)
H (-1.11, 0.16, 0.79)
H (1.07, 1.10, 1.80)
H (2.43, -0.56, 2.36)
H (2.49, -2.79, 1.77)
H (2.68, -3.10, -0.88)
H (0.76, -2.16, -2.24)
H (-1.16, -1.24, -0.95)